Record 1
ORCA calculation (the ωB97M-V functional and the def2-TZVPD basis) on C28H34BrCl3N8O6SSiZr as an isolated structure.

Atoms and positions in Å:
Zr 0.02 0.76 0.53
N -4.30 -0.31 -0.85
C -2.97 -0.37 -0.51
S -2.53 0.26 1.05
N -2.16 -0.92 -1.36
N -0.86 -0.97 -0.88
C -0.20 -1.97 -1.34
C 1.14 -2.37 -0.95
C 1.77 -3.39 -1.67
C 2.99 -3.89 -1.28
C 3.59 -3.40 -0.13
C 2.98 -2.40 0.61
C 1.76 -1.85 0.20
O 1.20 -0.90 0.92
H -4.83 0.41 -0.40
H -4.49 -0.46 -1.83
H -0.72 -2.62 -2.05
H 1.27 -3.79 -2.55
H 3.47 -4.68 -1.86
H 4.54 -3.80 0.20
H 3.44 -2.01 1.52
C 2.28 0.44 3.68
C 0.90 -0.09 3.42
O 0.08 0.60 2.78
N 0.59 -1.28 3.90
C -0.63 -1.99 3.54
C -0.33 -3.15 2.62
C -1.18 -3.46 1.57
C -0.87 -4.55 0.78
C 0.27 -5.28 1.06
C 1.06 -4.88 2.12
N 0.77 -3.84 2.90
H 2.78 0.48 2.72
H 2.85 -0.17 4.38
H 2.20 1.46 4.05
H 1.33 -1.86 4.27
H -1.31 -1.29 3.06
H -1.10 -2.36 4.45
H -2.04 -2.83 1.36
H -1.51 -4.82 -0.06
H 0.56 -6.14 0.46
H 1.97 -5.42 2.37
C 4.83 -0.08 -1.37
N 3.64 0.74 -1.24
C 2.81 2.33 0.30
C 2.50 0.53 -1.98
N 1.31 0.68 -1.48
N 2.75 0.23 -3.30
C 3.73 1.01 -4.05
C 1.66 -0.27 -4.11
H 4.86 -0.79 -0.54
H 5.72 0.55 -1.34
H 4.79 -0.62 -2.30
H 3.49 2.91 0.93
H 1.20 3.18 1.82
H 2.70 2.81 -0.67
H 0.64 0.68 -2.25
H 4.41 1.52 -3.38
H 3.21 1.77 -4.66
H 4.30 0.36 -4.71
H 1.01 0.53 -4.48
H 1.07 -0.99 -3.55
H 2.09 -0.79 -4.97
O 1.62 2.14 0.94
O 3.43 1.05 0.11
Br -4.88 7.39 4.33
C -3.55 6.23 3.64
C -3.94 5.11 2.92
C -2.96 4.27 2.42
C -1.62 4.55 2.64
C -1.24 5.68 3.36
C -2.21 6.53 3.87
C -0.60 3.63 2.10
O 0.64 3.90 2.36
O -0.95 2.65 1.43
H -4.98 4.91 2.76
H -3.22 3.39 1.85
H -0.20 5.89 3.52
H -1.94 7.41 4.43
Cl -0.04 4.28 -1.37
Si -1.17 2.48 -1.37
Cl -3.13 3.18 -1.15
Cl -1.15 1.98 -3.44

Its max |F| is 0.36 eV/A. The HOMO-LUMO gap is 7.97 eV. Its energy above the lowest of the compared OMol25 structures with the same formula, charge and spin is 210.21 kJ/mol.

---

Record 2
ORCA calculation (the ωB97M-V functional and the def2-TZVPD basis) on C28H34F2N8 as an isolated structure.

Atoms and positions in Å:
F -2.18 -2.66 -0.15
C -2.39 -1.94 0.96
C -3.65 -1.70 1.44
C -3.86 -1.10 2.69
C -2.74 -0.62 3.40
C -1.45 -0.90 2.96
C -1.35 -1.50 1.71
H -4.51 -2.08 0.91
H -4.87 -1.01 3.06
H -2.95 -0.07 4.31
H -0.60 -0.60 3.56
H -0.34 -1.73 1.42
F -1.07 2.07 -3.57
C -0.32 2.50 -2.51
C 0.47 3.61 -2.75
C 1.36 4.03 -1.82
C 1.31 3.48 -0.57
C 0.52 2.33 -0.27
C -0.27 1.81 -1.30
H 0.38 4.06 -3.72
H 2.01 4.87 -2.03
H 2.00 3.99 0.09
H 0.53 1.92 0.73
H -0.95 0.99 -1.14
C 2.89 -2.01 1.09
C 1.78 -2.87 0.67
N 0.90 -3.55 0.38
H 2.69 -0.95 0.98
H 3.76 -2.20 0.47
H 3.07 -2.36 2.11
C -1.96 2.16 2.48
C -1.39 3.22 1.69
N -0.96 4.10 1.03
H -1.44 2.05 3.43
H -2.00 1.20 1.95
H -3.01 2.42 2.63
C 2.73 0.62 -1.39
C 2.58 0.63 0.05
N 2.49 0.64 1.17
H 3.16 -0.31 -1.75
H 3.39 1.43 -1.72
H 1.84 0.63 -2.01
C -2.96 -0.75 -1.14
C -1.91 -0.26 -2.05
N -1.08 0.15 -2.78
H -2.87 -1.84 -1.08
H -3.87 -0.45 -1.64
H -2.88 -0.38 -0.12
C 0.75 -0.15 -2.98
C 0.62 -1.28 -3.92
N 0.53 -2.22 -4.65
H -0.08 0.53 -3.18
H 1.71 0.35 -3.11
H 0.64 -0.53 -1.97
C 2.13 0.67 2.96
C 0.93 -0.09 2.77
N -0.01 -0.74 2.59
H 2.12 1.66 2.49
H 2.90 0.05 2.49
H 2.36 0.75 4.02
C 0.34 -0.66 0.01
C -0.73 0.26 0.22
N -1.67 0.96 0.37
H 0.93 -0.37 -0.86
H -0.10 -1.66 0.00
H 0.90 -0.64 0.95
C 0.67 -3.39 -1.72
C 1.46 -2.15 -1.49
N 2.07 -1.20 -1.33
H 0.35 -3.47 -2.76
H -0.19 -3.53 -1.06
H 1.35 -4.23 -1.69

Its max |F| is 18.15 eV/A. The HOMO-LUMO gap is 6.72 eV. Its energy above the lowest of the compared OMol25 structures with the same formula, charge and spin is 4130.53 kJ/mol.

---

Record 3
ORCA calculation (the ωB97M-V functional and the def2-TZVPD basis) on a 5-piece molecular cluster, C28H34F4N4O3 overall.

Atoms and positions in Å:
C 0.88 5.29 -2.28
C 1.56 4.77 -3.68
C 2.80 3.70 -3.48
F 3.29 3.37 -4.87
C 2.35 2.34 -2.63
O 2.50 2.70 -1.18
C 3.38 1.07 -2.88
O 2.83 -0.24 -2.51
C 2.90 -0.50 -1.06
C 1.32 -0.71 -0.56
F 0.48 -1.33 -1.62
F 0.66 0.55 -0.17
F 1.34 -1.61 0.62
O 0.93 2.02 -2.82
C 0.64 1.46 -4.15
H 1.74 5.88 -1.69
H 0.44 4.41 -1.61
H -0.04 6.02 -2.47
H 2.04 5.72 -4.21
H 0.74 4.36 -4.44
H 3.71 4.27 -2.98
H 2.83 3.64 -1.09
H 4.33 1.28 -2.20
H 3.76 1.01 -4.00
H 3.46 0.33 -0.44
H 3.43 -1.54 -0.89
H -0.37 1.88 -4.61
H 1.52 1.51 -4.92
H 0.43 0.30 -3.98
C -4.26 3.21 -1.74
C -4.80 2.89 -2.99
C -3.96 2.31 -3.93
N -2.66 2.02 -3.71
C -2.17 2.34 -2.49
C -2.93 2.93 -1.48
H -4.89 3.67 -0.98
H -5.83 3.10 -3.22
H -4.33 2.04 -4.91
H -1.12 2.10 -2.33
H -2.48 3.16 -0.52
C -3.28 -0.63 0.36
C -4.58 -0.20 0.15
C -5.52 -0.43 1.15
N -5.23 -1.06 2.31
C -3.96 -1.47 2.48
C -2.95 -1.28 1.55
H -2.52 -0.46 -0.40
H -4.87 0.31 -0.76
H -6.55 -0.11 1.04
H -3.76 -1.97 3.43
H -1.95 -1.62 1.74
C -1.53 -2.71 7.55
C -2.62 -3.37 7.00
C -2.70 -3.48 5.62
N -1.77 -2.98 4.77
C -0.72 -2.34 5.34
C -0.56 -2.18 6.70
H -1.43 -2.60 8.62
H -3.40 -3.79 7.63
H -3.53 -3.99 5.14
H 0.01 -1.94 4.63
H 0.31 -1.66 7.10
C 4.01 -5.84 1.89
C 2.99 -4.99 1.46
C 3.32 -3.67 1.17
N 4.57 -3.16 1.28
C 5.53 -4.01 1.70
C 5.30 -5.35 2.01
H 3.79 -6.88 2.12
H 1.97 -5.34 1.35
H 2.57 -2.97 0.82
H 6.52 -3.58 1.79
H 6.11 -5.98 2.35

Its max |F| is 4.89 eV/A. The HOMO-LUMO gap is 9.81 eV.